80
Properties=species:S:1:pos:R:3:forces:R:3:mulliken_charge:R:1 method="wB97M-V/def2-TZVPD" homo_energy_ev=-5.9312 gap_ev=6.187 spin_multiplicity=1 total_energy_ev=-67241.5946
Mo 0.269414 0.731494 0.965810 -0.35 0.10 0.16 -1.48
C 4.545444 0.410356 -0.857756 0.07 -0.08 0.00 -1.37
S 2.774227 0.219679 -1.002599 -0.09 0.05 0.02 0.65
O 2.331466 0.453476 0.437221 0.31 -0.08 -0.27 -0.61
C 2.451166 1.728936 -1.884575 -0.05 0.08 0.07 0.48
C 2.405454 2.930509 -1.192576 0.00 0.00 0.01 -0.51
C 2.113633 4.088508 -1.893869 0.01 -0.01 -0.03 -0.59
C 1.879359 4.036720 -3.263123 0.00 -0.02 0.00 -0.51
C 1.933928 2.827503 -3.941453 0.00 0.01 0.02 -0.74
C 2.210507 1.657828 -3.246783 0.00 -0.02 -0.02 -0.39
H 4.738764 1.338998 -0.323521 0.02 -0.02 0.01 0.37
H 4.980389 0.437464 -1.855188 -0.01 -0.01 -0.02 0.43
H 4.918007 -0.449458 -0.304249 0.03 0.02 0.03 0.44
H 2.546697 2.944550 -0.118370 0.00 -0.01 0.00 0.40
H 2.046641 5.031283 -1.368423 0.00 0.00 0.00 0.40
H 1.634059 4.943732 -3.799439 0.00 0.00 0.00 0.42
H 1.739063 2.789619 -5.005029 0.00 0.00 0.00 0.42
H 2.226444 0.698691 -3.751061 0.00 0.00 -0.02 0.57
C -3.178281 -0.190556 -0.527715 0.03 -0.02 -0.01 -1.74
C -2.630069 -1.363926 0.296069 0.01 0.07 0.08 1.82
C -3.349151 -2.630275 -0.169965 -0.02 -0.01 -0.03 -1.76
C -2.943568 -1.099182 1.773408 0.02 -0.06 -0.04 -1.88
P -0.751706 -1.309141 0.075679 0.04 0.34 0.21 1.47
C -0.600153 -1.828123 -1.689125 0.06 0.06 0.03 -0.15
C -0.223706 -0.852638 -2.607808 -0.01 -0.02 0.04 0.08
C -0.128905 -1.138868 -3.963419 -0.01 -0.02 -0.03 -0.58
C -0.388165 -2.421961 -4.420750 0.00 0.01 0.02 -1.04
C -0.749225 -3.410986 -3.515550 0.00 0.00 0.01 -0.83
C -0.862869 -3.112805 -2.165955 0.03 -0.03 0.01 -0.12
C 0.082323 -2.687170 1.071383 0.02 0.03 0.04 2.81
C -0.721715 -3.951249 1.374898 0.04 0.01 0.02 -1.91
C 0.494553 -2.052622 2.410884 -0.02 -0.05 -0.09 -2.34
C 1.370174 -3.082710 0.336374 -0.03 0.04 -0.02 -1.74
H -4.262871 -0.139586 -0.398914 0.00 -0.02 0.00 0.65
H -2.974605 -0.322318 -1.593533 -0.01 0.01 0.00 0.26
H -2.747508 0.756466 -0.204636 0.01 0.01 0.00 0.22
H -4.421724 -2.491323 -0.006322 0.00 -0.02 0.01 0.52
H -3.049964 -3.524458 0.373838 -0.01 0.02 -0.02 0.28
H -3.207632 -2.802708 -1.237174 -0.02 0.00 0.03 0.39
H -4.021810 -0.968140 1.896866 -0.01 -0.01 -0.01 0.57
H -2.451344 -0.188924 2.122883 0.01 0.01 0.01 0.23
H -2.634673 -1.926793 2.415003 -0.01 0.02 0.01 0.22
H -0.009530 0.142822 -2.234021 0.04 -0.02 -0.02 0.02
H 0.144493 -0.359666 -4.665223 0.00 0.02 0.01 0.56
H -0.311360 -2.653405 -5.475290 0.00 0.01 -0.01 0.39
H -0.949619 -4.416753 -3.862665 0.00 0.00 0.00 0.47
H -1.156064 -3.896704 -1.481330 0.00 -0.01 -0.02 0.23
H -1.609925 -3.739783 1.968301 0.00 -0.02 -0.01 0.37
H -0.092895 -4.629634 1.959741 0.01 0.00 0.00 0.51
H -1.023481 -4.483753 0.474299 0.00 -0.02 0.01 0.27
H -0.353334 -1.785330 3.039832 0.00 0.07 -0.05 0.22
H 1.130554 -1.169755 2.265108 0.05 -0.01 0.07 0.18
H 1.113964 -2.760236 2.970956 -0.03 0.01 0.03 0.68
H 1.168543 -3.661347 -0.563504 0.01 0.00 -0.02 0.36
H 1.988480 -3.690826 1.002195 -0.01 -0.01 0.01 0.54
H 1.947958 -2.201340 0.052187 0.01 -0.01 0.01 0.13
C -0.417540 1.861027 -0.165453 0.00 -0.08 -0.04 0.67
C -0.958055 2.887241 -1.039227 0.07 0.00 -0.05 1.22
C -0.995280 4.215254 -0.596396 0.04 0.00 0.10 -0.67
C -1.438319 5.231132 -1.425572 -0.02 0.00 -0.04 -0.51
C -1.863136 4.946999 -2.718719 0.02 -0.05 0.04 -0.52
C -1.852897 3.631714 -3.163545 0.00 0.03 0.01 -1.00
C -1.407849 2.613409 -2.334430 0.00 -0.09 0.01 0.24
H -0.665223 4.431648 0.413031 0.00 0.01 -0.01 0.47
H -1.456543 6.250913 -1.061756 0.00 0.00 0.01 0.41
H -2.211340 5.740386 -3.367258 0.00 0.01 0.00 0.40
H -2.195835 3.395119 -4.163352 0.00 0.00 0.00 0.44
H -1.408054 1.590457 -2.688292 -0.03 0.04 -0.02 0.60
Te 0.450632 2.297634 3.248553 -0.28 -0.27 -0.24 -0.26
C 0.772884 0.791988 4.713459 0.07 -0.02 0.01 -0.08
C -0.289801 0.006353 5.159102 0.07 0.02 0.06 -0.33
C -0.090890 -0.972742 6.124726 -0.04 0.04 -0.05 -0.39
C 1.170940 -1.179122 6.662022 0.03 -0.03 0.03 -0.45
C 2.232565 -0.395566 6.232943 0.01 0.03 -0.04 -0.46
C 2.035476 0.583941 5.267248 -0.05 -0.06 -0.03 -0.39
H -1.279287 0.167484 4.750021 -0.02 0.00 -0.02 0.35
H -0.928364 -1.573594 6.458553 0.00 0.00 0.00 0.38
H 1.326048 -1.941528 7.414836 0.00 0.00 0.00 0.39
H 3.220502 -0.543507 6.651640 0.00 0.00 0.00 0.37
H 2.869529 1.189202 4.935833 0.01 0.01 0.01 0.40